{"formula": "C22H12BiBr3Cl5N3", "method": "ωB97M-V with the def2-TZVPD basis set", "elements": ["Bi", "Br", "C", "C", "C", "N", "C", "C", "C", "C", "C", "Br", "C", "C", "N", "H", "H", "H", "H", "H", "H", "C", "C", "C", "C", "C", "Br", "N", "C", "H", "H", "H", "H", "H", "H", "Cl", "C", "C", "C", "Cl", "C", "Cl", "C", "Cl", "C", "Cl"], "xyz": [[-3.784334, -0.744665, 0.175285], [0.138191, 4.085746, 2.497909], [-0.930810, 2.853599, 1.608765], [-1.614779, 3.218574, 0.443721], [-2.424033, 2.287315, -0.149135], [-2.444898, 1.013608, 0.285977], [-1.718775, 0.615350, 1.359887], [-1.052232, 1.564931, 2.109986], [-1.326445, -1.870592, 0.614401], [-0.200437, -2.674556, 0.737547], [0.435381, -2.999692, -0.466430], [2.258791, -3.383985, -0.450987], [-0.272512, -2.932146, -1.694184], [-1.542872, -2.438869, -1.674098], [-2.030649, -1.864543, -0.542693], [-1.557103, 4.222575, 0.049325], [-3.072386, 2.541479, -0.974907], [-0.620486, 1.321894, 3.066540], [0.294242, -2.827979, 1.685248], [0.177213, -3.275436, -2.614788], [-2.193968, -2.476658, -2.535304], [4.076635, 1.035605, -2.150133], [2.612582, 0.814719, -2.100146], [1.666808, 1.327539, -3.124436], [0.189795, 1.249224, -3.338325], [-0.845862, 0.791618, -2.504896], [-2.677315, 0.564362, -2.959954], [-0.409217, 0.313462, -1.351327], [1.877613, 0.223446, -1.148722], [4.405773, 1.244078, -3.165163], [4.615628, 0.182281, -1.742332], [4.319948, 1.901213, -1.529540], [2.156530, 1.822453, -3.957246], [-0.107348, 1.610427, -4.316195], [0.679002, -1.327393, -0.569748], [-3.064612, -2.030681, 3.743736], [-1.667220, -1.325482, 3.017703], [-1.918285, -0.880606, 1.615645], [0.824123, -0.010456, 0.962851], [0.634127, -0.062324, -0.486412], [1.343346, -0.016094, 2.255909], [2.867389, 0.852636, 2.215872], [0.911078, -0.647089, 3.392447], [1.994678, -0.616243, 4.722596], [-0.472841, -1.277409, 3.708824], [-0.529453, -1.975234, 5.276927]], "atomic_forces_ev_per_a": [[0.2, 0.0, 0.2], [0.0, 0.0, 0.0], [-0.2, -0.1, -0.1], [0.1, 0.0, 0.1], [-0.1, 0.1, 0.0], [-0.3, 0.1, 0.5], [-0.4, -0.1, -0.2], [-0.2, 0.1, 0.4], [-0.5, 0.2, -0.2], [0.3, 0.4, 0.1], [-0.4, -0.3, 0.0], [0.0, -0.4, 0.0], [-0.1, -0.4, 0.1], [-0.3, -0.2, 0.1], [0.2, -0.4, 0.1], [0.0, 0.0, 0.0], [0.0, 0.0, 0.0], [0.1, -0.1, -0.1], [0.0, 0.2, 0.0], [0.0, -0.1, 0.0], [0.0, 0.2, -0.1], [0.1, -0.2, -0.1], [-3.5, 1.5, -0.9], [-0.8, 0.2, -0.3], [0.4, 0.3, -0.1], [3.3, 1.0, -1.6], [0.3, 0.0, -0.4], [-6.2, 0.3, -0.1], [9.4, 0.4, -2.5], [0.0, 0.0, 0.0], [0.0, 0.0, 0.0], [0.0, 0.0, 0.0], [-0.1, -0.2, -0.2], [0.1, 0.0, 0.0], [-0.4, -1.5, -1.4], [-0.2, -0.1, -0.1], [1.0, 0.3, 0.5], [0.3, -0.1, 0.1], [-1.5, 0.5, 1.5], [-0.2, -1.9, 4.6], [0.4, 0.0, 0.1], [0.1, -0.1, 0.5], [-0.9, 0.0, -0.2], [0.1, 0.1, 0.1], [0.0, 0.4, -0.6], [0.0, -0.1, 0.0]], "lowdin_charge": [1.842, 0.924, -0.637, -0.048, -0.134, -0.170, -0.301, -0.059, -0.302, -0.033, -0.679, 0.966, -0.057, -0.114, -0.154, 0.128, 0.100, 0.119, 0.133, 0.135, 0.121, -0.004, -0.223, 0.048, -0.055, -0.708, 0.831, -0.258, -0.219, 0.097, 0.101, 0.111, 0.110, 0.101, -0.022, 0.722, -0.695, -0.375, -0.407, 0.929, -0.710, 0.728, -0.678, 0.715, -0.644, 0.728], "homo_lumo_gap_ev": [5.13, 5.23], "e_tot_ev": -306020.078, "spin_multiplicity": 1, "homo_ev": [-13.0, -13.2], "charge": 2, "de_lowest_kj_mol": 2371.6}